C38H59BCaN2O5P2 | wB97M-V/def2-TZVPD

Each line ends with the Löwdin charge.
CARTESIAN COORDINATES (ANGSTROEM)
1 Ca -0.68860 -1.46234 0.24064  1.214
2 C 2.68128 -3.49693 -2.21233  -0.109
3 C 3.48135 -2.21333 -2.50636  -0.705
4 C 4.96074 -2.48434 -2.21145  -0.090
5 C 3.31950 -1.90319 -3.99768  -0.099
6 P 2.65976 -0.88233 -1.46932  1.136
7 C 3.44685 -1.28857 0.15843  -0.307
8 N 2.67789 -0.81300 1.29617  -0.059
9 B 1.23660 -0.99415 1.52231  -0.475
10 N 1.08468 -0.33676 2.83533  -0.067
11 C -0.15698 -0.20171 3.58276  -0.302
12 P -1.51334 0.56353 2.55050  1.117
13 C -0.96734 2.35502 2.47596  -0.681
14 C -0.30673 2.91854 3.73290  -0.076
15 C 0.06073 2.42637 1.33164  -0.106
16 C -2.16366 3.23111 2.07991  -0.095
17 C -2.96851 0.34632 3.70299  -0.704
18 C -4.24071 0.66889 2.89807  -0.104
19 C -2.93856 1.17726 4.98437  -0.090
20 C -3.04588 -1.14068 4.08448  -0.107
21 C 2.30699 0.13075 3.32698  -0.191
22 C 2.63987 0.76120 4.51810  -0.036
23 C 3.97300 1.11360 4.73960  -0.106
24 C 4.94892 0.83120 3.78867  -0.108
25 C 4.61765 0.18541 2.59537  -0.029
26 C 3.29234 -0.16224 2.36991  -0.192
27 C 3.33824 0.79968 -1.88578  -0.709
28 C 2.52809 1.33923 -3.07594  -0.104
29 C 4.83279 0.89380 -2.17783  -0.091
30 C 3.01495 1.68971 -0.67664  -0.092
31 H 3.02308 -4.29466 -2.88389  0.087
32 H 1.60948 -3.35277 -2.36509  0.060
33 H 2.83119 -3.84732 -1.18534  0.072
34 H 5.29450 -3.32202 -2.83677  0.087
35 H 5.13308 -2.77095 -1.17164  0.072
36 H 5.60022 -1.63347 -2.44014  0.062
37 H 3.67844 -2.75921 -4.58008  0.087
38 H 3.89922 -1.03130 -4.30530  0.064
39 H 2.27484 -1.73650 -4.26833  0.068
40 H 4.45871 -0.88536 0.19207  0.074
41 H 3.54294 -2.37336 0.19250  0.077
42 H 0.00837 0.37941 4.48729  0.072
43 H -0.51315 -1.17687 3.89941  0.072
44 H 0.64244 2.42215 3.94569  0.058
45 H -0.93943 2.86016 4.61749  0.064
46 H -0.08050 3.97823 3.55844  0.093
47 H 0.97423 1.88097 1.57366  0.061
48 H 0.32764 3.47692 1.15965  0.095
49 H -0.33992 2.02235 0.39608  0.063
50 H -2.84488 3.40484 2.91695  0.072
51 H -2.73882 2.79349 1.26175  0.042
52 H -1.79191 4.20587 1.74593  0.090
53 H -5.12109 0.45297 3.51806  0.088
54 H -4.30315 0.05590 1.99365  0.071
55 H -4.29348 1.71782 2.59803  0.058
56 H -3.05315 2.24422 4.79047  0.066
57 H -2.01912 1.02778 5.55596  0.076
58 H -3.77483 0.87086 5.62337  0.088
59 H -2.92129 -1.79390 3.21884  0.057
60 H -4.03978 -1.33671 4.50220  0.090
61 H -2.31188 -1.41013 4.84674  0.075
62 H 1.89104 0.97149 5.27342  0.099
63 H 4.24809 1.60563 5.66444  0.095
64 H 5.98020 1.10514 3.97756  0.095
65 H 5.39179 -0.04529 1.87223  0.099
66 H 2.61093 0.71764 -3.96934  0.059
67 H 2.88878 2.34150 -3.33336  0.088
68 H 1.46656 1.41831 -2.82413  0.071
69 H 5.09789 0.43641 -3.13335  0.068
70 H 5.44087 0.43261 -1.39492  0.073
71 H 5.11897 1.95069 -2.23091  0.088
72 H 2.00721 1.51543 -0.29984  0.050
73 H 3.08329 2.74083 -0.98211  0.095
74 H 3.71000 1.53480 0.15355  0.080
75 O -1.07631 0.25516 -1.55918  -0.119
76 C -2.16060 -0.42621 -2.25456  -0.287
77 C -1.96197 -1.97917 -1.98760  -0.609
78 O -2.92052 -2.74253 -1.96744  0.044
79 O -0.72551 -2.28802 -1.74646  -0.228
80 C -3.46981 0.12390 -1.71149  -0.149
81 C -4.69753 -0.51001 -1.91333  -0.044
82 C -5.86923 0.06208 -1.43233  -0.067
83 C -5.84042 1.27974 -0.76228  -0.086
84 C -4.62687 1.92173 -0.57578  -0.088
85 C -3.45100 1.34508 -1.04271  -0.020
86 C -2.00190 -0.25343 -3.77803  -0.111
87 C -0.73972 -0.43179 -4.34007  -0.023
88 C -0.54159 -0.28845 -5.70526  -0.068
89 C -1.61132 0.03236 -6.53464  -0.087
90 C -2.87010 0.21170 -5.98294  -0.072
91 C -3.06381 0.07159 -4.61147  -0.009
92 H -0.28717 -0.29725 -1.74748  0.023
93 H -4.73477 -1.45340 -2.43884  0.115
94 H -6.81255 -0.44739 -1.59211  0.105
95 H -6.75756 1.72647 -0.39601  0.103
96 H -4.59197 2.87985 -0.07009  0.100
97 H -2.50939 1.85536 -0.90431  0.103
98 H 0.10187 -0.69113 -3.70882  0.088
99 H 0.45007 -0.42850 -6.12208  0.102
100 H -1.46190 0.14256 -7.60141  0.101
101 H -3.71130 0.46952 -6.61610  0.104
102 H -4.05124 0.23269 -4.20030  0.108
103 O -1.03854 -4.22131 1.20992  -0.063
104 H -0.71261 -4.59892 0.38234  0.070
105 H -0.32002 -4.31750 1.84625  0.064
106 O -3.02768 -2.35884 0.86254  -0.123
107 H -3.39474 -2.46067 -0.03625  0.037
108 H -2.77178 -3.26185 1.10559  0.032

Atoms 1-2, force components in eV/Å:
-1.7 0.0 0.9
0.0 -0.1 0.0

Its total energy is -91278.8413 eV. Its HOMO-LUMO gap is 7.1 eV. As for the net charge: 0.